21
Properties=species:S:1:pos:R:3:lowdin_charge:R:1 method="wB97M-V/def2-TZVPD" charge=0 e_above_lowest_kcal_mol=15.44 smiles=C[C@@H]1[C@H](C)C[C@@H]1C energy_ha=-275.091639 orbital_gap_ev=11.29
C -0.0225 1.7497 0.2775 -0.082
C -0.0493 0.6160 -0.7435 -0.286
C -1.1117 -0.5047 -0.5129 -0.323
C -2.2464 -0.2993 0.4829 -0.080
C 0.0223 -1.4778 -0.0873 -0.115
C 1.0758 -0.4704 -0.6075 -0.321
C 2.2886 -0.1561 0.2597 -0.081
H 0.8745 2.3646 0.1423 0.077
H -0.0138 1.3789 1.3084 0.073
H -0.8921 2.4122 0.1779 0.080
H -0.0907 1.0552 -1.7486 0.129
H -1.5351 -0.8149 -1.4770 0.133
H -1.8756 0.0683 1.4466 0.069
H -3.0076 0.4065 0.1286 0.076
H -2.7448 -1.2580 0.6685 0.077
H 0.0059 -2.4646 -0.5651 0.104
H 0.0772 -1.6260 1.0006 0.113
H 1.4230 -0.7735 -1.6039 0.132
H 1.9947 0.1235 1.2781 0.072
H 2.9715 -1.0108 0.3388 0.076
H 2.8559 0.6812 -0.1640 0.076